(1)
10
Properties=species:S:1:pos:R:3 method="wB97M-V/def2-TZVPD" molar_mass_da=75.1 e_lumo_ev=0.478 homo_ev=-9.55 orbital_gap_ha=0.3684 relative_energy_kj_mol=146.3
C 0.577 0.433 -0.106
H -2.217 0.414 0.851
H -2.380 0.009 -0.854
H -0.449 -1.329 0.657
H 1.717 -1.258 -0.372
H 2.579 0.303 0.231
N -1.718 0.361 -0.125
N -0.488 -0.309 -0.110
N 1.755 -0.271 -0.111
O 0.626 1.648 -0.061

---

(2)
10
Properties=species:S:1:pos:R:3 method="wB97M-V/def2-TZVPD" molar_mass_da=75.1 e_lumo_ev=0.652 homo_ev=-8.10 orbital_gap_ha=0.3216 relative_energy_kj_mol=498.9
C 0.426 -0.130 0.618
H -1.577 -0.323 -0.188
H -1.993 -1.874 0.457
H 0.885 0.591 1.229
H 0.553 -0.298 -1.658
H 0.676 2.295 -1.381
N -1.278 -1.224 0.144
N -0.641 -0.785 1.158
N 0.345 0.316 -0.688
O 1.240 1.530 -0.808

---

(3)
11
Properties=species:S:1:pos:R:3 method="wB97M-V/def2-TZVPD" molar_mass_da=91.1 e_lumo_ev="-0.945 / -0.902" homo_ev="-8.46 / -8.92" orbital_gap_ha="0.2762 / 0.2946" relative_energy_kj_mol=660.0
C -0.711 0.729 1.173
N 0.363 0.086 0.477
N 0.695 -1.103 0.540
O 0.404 -1.046 -1.749
N 0.760 0.694 -1.329
O 1.907 0.835 -1.381
H -0.543 -1.105 -1.934
H 0.031 -1.831 0.239
H -0.974 0.174 2.078
H -0.375 1.743 1.396
H -1.558 0.824 0.489

---

(4)
11
Properties=species:S:1:pos:R:3 method="wB97M-V/def2-TZVPD" molar_mass_da=91.1 e_lumo_ev=0.782 homo_ev=-8.25 orbital_gap_ha=0.3319 relative_energy_kj_mol=489.5
C 1.866 -0.053 -0.025
N 0.516 -0.548 0.009
N -1.678 -0.105 0.001
N -0.439 0.341 -0.100
O -2.430 1.120 0.253
O -2.396 -1.162 0.180
H 2.419 -0.814 0.547
H 2.358 -0.084 -1.030
H 1.713 1.028 0.340
H 0.273 -1.596 0.141
H -2.202 1.873 -0.315

---

(5)
12
Properties=species:S:1:pos:R:3 method="wB97M-V/def2-TZVPD" molar_mass_da=139.2 e_lumo_ev=0.492 homo_ev=-9.16 orbital_gap_ha=0.3546 relative_energy_kj_mol=17.1
C -0.425 -0.200 -0.447
H 2.310 -1.573 0.961
H -0.235 -2.180 -0.343
H 0.969 1.180 -0.131
H 0.055 0.360 2.372
H -1.764 1.463 -1.069
N 0.239 -1.366 0.003
N -0.016 1.017 0.095
N -1.360 -0.366 -1.271
O -1.961 0.760 -1.723
S 1.961 -1.388 -0.276
S -0.406 1.442 1.706

---

(6)
11
Properties=species:S:1:pos:R:3 method="wB97M-V/def2-TZVPD" molar_mass_da=123.2 e_lumo_ev=0.485 homo_ev=-9.02 orbital_gap_ha=0.3491 relative_energy_kj_mol=51.7
C 0.395 0.300 0.684
H -1.544 -0.156 -1.930
H -0.575 2.007 -0.029
H 1.316 1.934 1.313
H 1.222 -1.468 0.966
H -0.712 -2.069 -1.232
N -0.537 1.016 -0.150
N 1.338 0.902 1.409
N 0.431 -1.030 0.556
S -0.505 0.652 -1.781
S -0.830 -2.089 0.193

---

(7)
10
Properties=species:S:1:pos:R:3 method="wB97M-V/def2-TZVPD" charge=+1 molar_mass_da=73.1 e_lumo_ev="-5.392 / -5.017" homo_ev="-13.46 / -13.68" orbital_gap_ha="0.2967 / 0.3185" relative_energy_kj_mol=436.6
C -0.258 0.328 0.461
N 1.973 -0.357 -0.204
N 1.107 0.527 0.139
N -1.285 0.568 -0.411
N -1.089 -0.797 0.021
H 2.905 -0.044 -0.180
H 1.382 1.597 0.310
H -2.242 1.043 -0.122
H -0.888 -1.609 -0.749
H -1.604 -1.257 0.735

---

(8)
12
Properties=species:S:1:pos:R:3 method="wB97M-V/def2-TZVPD" charge=+1 molar_mass_da=105.1 e_lumo_ev="-5.502 / -6.377" homo_ev="-13.75 / -13.00" orbital_gap_ha="0.3031 / 0.2436" relative_energy_kj_mol=289.6
C 0.071 -0.153 0.053
N 3.071 -1.034 -0.554
N -0.640 -1.235 0.443
N -0.368 0.664 -0.980
N 1.038 0.085 0.984
O 1.946 1.052 0.681
O 3.396 -0.052 -0.202
H -1.607 -1.549 0.189
H -0.243 -1.428 1.377
H -0.950 0.298 -1.680
H 0.001 1.506 -1.244
H 2.296 1.368 1.513

---

(9)
11
Properties=species:S:1:pos:R:3 method="wB97M-V/def2-TZVPD" molar_mass_da=104.1 e_lumo_ev="-1.010 / 0.032" homo_ev="-7.23 / -8.46" orbital_gap_ha="0.2287 / 0.3120" relative_energy_kj_mol=331.5
C 0.288 0.252 0.698
N 0.760 -0.944 0.721
N 1.541 -1.183 -0.193
N 0.745 0.918 -0.398
N 1.583 -0.065 -1.049
P -2.348 -0.646 -0.201
H -0.305 0.817 1.325
H 0.141 1.438 -1.018
H 2.553 0.167 -1.170
H -2.171 0.670 0.408
H -2.786 -1.423 0.877

---

(10)
13
Properties=species:S:1:pos:R:3 method="wB97M-V/def2-TZVPD" molar_mass_da=119.1 e_lumo_ev=-0.155 homo_ev=-9.35 orbital_gap_ha=0.3378 relative_energy_kj_mol=153.7
C 0.658 -0.459 -0.646
N -2.425 0.916 2.206
N -0.002 0.008 -1.822
N 1.986 -0.881 -0.798
N -1.670 1.367 1.448
N 0.127 -0.420 0.537
O -1.430 2.174 0.594
O -2.669 0.091 3.054
H 0.728 0.451 -2.355
H -0.877 0.344 -1.649
H 2.386 -1.187 -1.693
H 2.363 -1.422 0.042
H 0.825 -0.983 1.081

---

(11)
18
Properties=species:S:1:pos:R:3 method="wB97M-V/def2-TZVPD" charge=+1 molar_mass_da=197.1 e_lumo_ev=-5.676 homo_ev=-13.43 orbital_gap_ha=0.2849
C -0.321 -0.514 0.324
N 1.340 -1.784 1.168
N -1.810 0.340 -1.323
N -1.592 0.004 3.304
N 1.011 -0.657 0.735
N -0.618 0.367 -0.600
N -1.877 0.351 2.255
O -0.756 -0.344 4.057
O 1.718 0.407 0.813
O 0.141 1.335 -0.838
O 2.522 -2.089 1.684
O -1.857 1.180 -2.368
O -2.574 0.804 1.390
H -0.985 -1.369 0.549
H 1.464 1.216 0.146
H 3.111 -1.363 1.928
H -1.191 1.800 -2.236
H -2.364 -0.468 -1.538

---

(12)
8
Properties=species:S:1:pos:R:3 method="wB97M-V/def2-TZVPD" molar_mass_da=47.1 e_lumo_ev=1.077 homo_ev=-8.97 orbital_gap_ha=0.3693 relative_energy_kj_mol=289.6
C 0.014 0.637 0.814
N 0.130 -1.048 -0.929
O 0.389 -0.876 0.346
H -1.000 0.739 0.153
H 0.872 1.344 0.531
H -0.276 0.644 1.779
H 0.734 -0.504 -1.502
H -0.862 -0.935 -1.191